[1]
This record from the Open Molecules 2025 dataset describes a molecular structure, C17H41Cl2FN4O8P at a distorted geometry. The level of theory is ωB97M-V with the def2-TZVPD basis set.

The HOMO energy comes out at -5.66 eV. As for the charge: -1. As for the total energy: -77654.8278 eV.

Structure (XYZ):
```
74
Properties=species:S:1:pos:R:3:forces:R:3:mulliken_charge:R:1
F -0.064 0.513 -0.587 -7.719 -16.729 3.922 0.112
C -2.555 1.801 -0.758 0.207 0.272 -2.709 -0.546
C -2.414 1.004 -2.060 -3.675 1.451 -0.466 0.316
O -3.228 1.159 -2.974 0.245 0.013 0.111 -0.785
N -1.454 0.111 -2.099 -2.336 -1.927 -3.792 0.858
C -1.164 -0.708 -3.294 -1.260 0.564 -1.399 -0.939
H -1.628 1.701 -0.193 -2.280 1.834 -3.119 0.628
H -3.357 1.396 -0.140 -0.147 -0.141 -0.539 0.539
H -2.727 2.867 -0.905 -0.298 -0.064 -0.639 0.453
H -0.756 0.180 -1.371 -4.082 -1.935 -4.127 -1.933
H -0.088 -0.585 -3.420 -2.168 -1.180 -1.234 0.822
H -1.554 -0.380 -4.258 -0.799 0.578 0.458 0.351
H -1.453 -1.751 -3.166 -0.252 0.186 -0.223 0.399
C -1.613 -1.882 -0.039 -1.383 1.137 1.008 0.003
C -2.017 -0.765 0.948 -1.689 -1.156 1.918 -0.279
O -2.815 -1.025 1.895 -0.458 1.142 -3.544 -0.925
N -1.505 0.447 0.792 -4.195 -2.234 5.853 1.533
C -1.875 1.587 1.547 -1.358 1.045 4.123 -0.761
H -0.859 -1.537 -0.747 -2.656 -0.670 1.397 -0.152
H -2.569 -2.138 -0.496 0.102 -0.195 -0.336 0.375
H -1.231 -2.745 0.505 -0.106 0.086 -0.084 0.204
H -0.809 0.599 0.076 -5.911 -0.408 4.758 -0.940
H -2.562 1.518 2.391 -0.256 -1.250 -0.132 0.275
H -2.354 2.340 0.921 0.666 0.268 1.501 0.384
H -0.999 2.008 2.040 -1.589 0.331 0.330 0.837
C 0.798 2.476 1.146 -0.629 5.849 0.541 0.646
C 0.600 3.108 -0.183 0.365 -0.881 -0.513 0.247
O 0.954 4.239 -0.327 0.437 3.349 -0.577 -0.787
N 0.116 2.320 -1.132 -0.653 7.673 -3.329 0.820
C -0.346 2.696 -2.450 -0.109 3.269 0.451 -1.418
H 0.034 1.762 1.457 0.945 4.048 -1.196 -1.036
H 0.707 3.265 1.892 0.243 0.485 -0.039 0.486
H 1.745 1.960 1.307 -1.518 5.515 -0.809 -0.892
H 0.069 1.331 -0.932 0.562 12.394 -5.080 -0.682
H 0.461 3.221 -2.962 -0.062 -0.013 -0.398 0.416
H -1.164 3.410 -2.354 -0.096 0.221 -0.116 0.460
H -0.706 1.853 -3.040 -0.377 1.622 0.279 0.989
C 1.221 0.772 -3.319 0.134 -0.040 0.877 -0.896
C 2.216 0.895 -2.182 3.490 1.319 -0.804 0.603
O 3.383 1.261 -2.440 -1.141 -0.545 0.227 -0.819
N 1.815 0.578 -0.937 8.733 0.415 -0.489 0.068
C 2.729 0.526 0.203 3.770 0.068 -2.897 -1.892
H 0.259 1.016 -2.869 1.472 -1.064 -0.849 0.575
H 1.191 -0.275 -3.622 1.186 1.038 -0.579 0.590
H 1.292 1.419 -4.193 0.724 0.047 0.350 0.357
H 0.848 0.543 -0.650 12.078 -1.401 -1.182 -0.342
H 2.616 1.463 0.749 3.191 0.106 -2.029 0.554
H 3.723 0.368 -0.215 0.308 0.491 0.149 0.376
H 2.561 -0.251 0.949 0.774 -0.274 -1.271 1.071
C -1.369 -2.192 3.388 -0.481 -0.525 0.305 -0.623
O -0.207 -1.563 3.901 2.063 0.033 0.453 -0.398
P 1.232 -1.689 3.197 -0.404 2.055 -1.386 0.517
O 2.355 -1.139 4.001 -1.278 -0.878 -0.604 -0.831
O 1.331 -3.206 2.653 0.557 1.340 2.180 -0.181
C 1.705 -4.144 3.660 -0.492 -1.882 0.256 -1.009
O 1.053 -0.895 1.720 -0.052 -2.061 5.709 0.447
C 0.885 0.537 1.603 0.581 -4.683 4.305 0.643
H -2.152 -1.443 3.271 0.815 -0.442 0.742 0.181
H -1.769 -2.966 4.043 0.579 -0.278 0.307 0.436
H -1.168 -2.608 2.401 -0.061 -0.112 0.335 0.113
H 2.477 -3.918 4.394 0.112 0.855 -0.443 0.364
H 2.002 -5.067 3.161 0.324 0.230 -0.403 0.269
H 0.841 -4.496 4.224 -0.376 0.487 0.140 0.333
H 0.337 0.804 0.699 3.221 -2.606 4.418 -2.141
H 1.864 1.017 1.575 -1.948 -4.641 2.702 0.143
H 0.414 0.979 2.481 -0.243 -1.665 0.808 1.241
Cl 1.323 -3.380 0.105 -0.332 -0.078 -1.494 -0.166
C 1.044 -1.691 -0.400 0.456 -0.072 -0.700 1.978
C 0.507 -1.518 -1.799 1.851 -2.407 1.202 1.465
Cl 1.720 -2.151 -2.865 0.752 -1.201 -1.070 -0.178
H 1.964 -1.137 -0.215 -0.597 -1.857 -0.762 0.497
H 0.324 -1.224 0.271 0.951 -1.558 -0.855 -1.776
H 0.237 -0.498 -2.074 2.202 -2.204 0.698 -3.821
H -0.418 -2.086 -1.898 1.374 -0.563 -0.596 1.177
```
Forces are in eV/Å.

---

[2]
This record from the Open Molecules 2025 dataset describes a molecular structure, C43H62GeNO4PdSbSe2Si at a distorted geometry. The level of theory is ωB97M-V with the def2-TZVPD basis set.

The HOMO energy (spin up / spin down) comes out at -4.84 / -4.62 eV. The multiplicity is 2. As for the charge: -1. As for the total energy: -260388.0553 eV.

Structure (XYZ):
```
116
Properties=species:S:1:pos:R:3:forces:R:3:mulliken_charge:R:1
Pd -0.025 -1.305 -0.815 0.797 0.932 -0.406 1.435
C -8.325 -0.843 -0.214 0.047 -0.015 -0.025 -1.602
C -6.850 -1.138 -0.172 0.015 0.017 0.046 0.916
C -6.112 -0.927 0.983 -0.028 -0.029 -0.062 -1.176
C -4.760 -1.248 1.064 -0.004 -0.120 0.031 1.333
C -4.019 -0.922 2.332 -0.048 -0.052 -0.210 -0.931
C -4.138 -1.818 -0.053 -0.035 0.265 0.184 -0.089
Se -2.303 -2.402 0.046 -0.178 -0.004 -0.125 -0.597
C -4.847 -1.989 -1.249 0.193 -0.059 -0.090 0.979
C -4.176 -2.541 -2.478 -0.003 -0.046 0.092 -2.016
C -6.194 -1.654 -1.284 -0.029 0.050 0.048 -0.939
H -8.632 -0.254 0.651 -0.007 0.009 -0.011 0.357
H -8.898 -1.773 -0.207 -0.036 0.029 -0.011 0.320
H -8.594 -0.293 -1.117 -0.015 -0.008 0.008 0.367
H -6.600 -0.502 1.855 0.022 0.014 -0.006 0.345
H -4.644 -1.112 3.207 0.024 0.023 0.005 0.563
H -3.733 0.133 2.339 0.060 -0.040 -0.011 0.032
H -3.107 -1.511 2.417 0.050 0.001 0.092 -0.460
H -3.125 -2.253 -2.521 0.023 0.026 -0.065 0.285
H -4.670 -2.191 -3.384 -0.021 -0.028 0.022 0.412
H -4.211 -3.634 -2.468 0.041 -0.004 -0.053 0.361
H -6.747 -1.795 -2.207 0.035 -0.018 -0.012 0.400
Se 1.008 -4.149 -4.377 0.377 -0.602 -0.750 -0.272
C 0.194 -3.030 -3.316 -0.878 0.664 0.651 0.032
N -0.406 -2.301 -2.611 0.871 -0.258 0.099 -0.589
C 4.890 -5.001 -0.384 0.021 0.051 0.031 -0.547
C 3.695 -5.002 -1.091 0.029 -0.059 0.031 -0.468
C 3.023 -3.810 -1.314 -0.048 0.134 -0.078 0.091
C 3.517 -2.596 -0.834 -0.505 -0.051 0.023 0.010
C 4.721 -2.613 -0.132 0.020 0.229 -0.063 -0.225
C 5.407 -3.800 0.085 0.031 -0.065 -0.023 -0.577
Ge 2.462 -0.934 -1.232 0.120 -0.375 -0.333 0.685
C 3.597 0.350 -0.235 -0.695 0.067 0.191 0.668
C 3.579 0.300 1.157 -0.039 0.019 0.023 0.203
C 4.465 1.051 1.914 0.002 0.016 0.048 -0.655
C 5.391 1.869 1.281 0.007 0.066 -0.037 -0.809
C 5.403 1.951 -0.105 0.021 0.078 0.105 -0.762
C 4.504 1.203 -0.855 -0.006 -0.204 -0.178 -0.312
C 2.935 -0.645 -3.145 -0.689 0.097 0.216 -0.059
C 4.221 -0.878 -3.623 0.055 -0.076 0.171 -0.344
C 4.526 -0.675 -4.960 0.015 0.027 -0.077 -0.725
C 3.542 -0.247 -5.842 0.017 0.029 0.006 -0.513
C 2.254 -0.020 -5.381 0.055 -0.001 -0.032 -0.576
C 1.958 -0.215 -4.040 -0.027 0.057 0.045 -0.151
H 5.420 -5.928 -0.202 -0.005 -0.010 -0.011 0.336
H 3.287 -5.934 -1.465 -0.016 0.027 -0.048 0.461
H 2.109 -3.809 -1.900 0.100 -0.143 0.148 -0.536
H 5.135 -1.686 0.248 0.020 -0.018 0.023 0.249
H 6.348 -3.789 0.622 -0.008 0.007 0.022 0.399
H 2.864 -0.349 1.652 -0.017 0.087 0.037 -0.264
H 4.434 1.008 2.996 -0.010 -0.041 -0.007 0.423
H 6.092 2.451 1.866 -0.014 0.017 -0.005 0.327
H 6.105 2.613 -0.598 0.013 -0.040 -0.031 0.324
H 4.538 1.253 -1.938 -0.033 0.077 0.015 0.298
H 4.991 -1.229 -2.942 0.008 -0.017 -0.037 0.397
H 5.531 -0.856 -5.322 0.004 -0.018 0.025 0.393
H 3.781 -0.091 -6.887 -0.003 -0.031 -0.004 0.360
H 1.480 0.298 -6.069 -0.016 0.010 0.014 0.397
H 0.949 -0.047 -3.680 -0.015 -0.017 -0.041 0.169
C 0.346 -4.657 0.792 0.041 0.191 0.165 -1.066
Sb 0.682 -2.631 1.467 0.025 -1.111 0.506 0.275
C -0.588 -2.945 3.204 0.247 0.199 -0.055 -1.405
C 2.490 -3.175 2.531 -0.016 0.202 -0.057 -1.249
H 0.498 -5.324 1.641 -0.019 -0.029 -0.002 0.436
H 1.036 -4.917 -0.005 0.025 0.033 -0.022 0.169
H -0.676 -4.748 0.430 -0.007 -0.031 0.001 0.360
H -0.127 -3.718 3.820 -0.019 -0.003 -0.009 0.505
H -1.565 -3.280 2.863 -0.046 -0.008 -0.028 0.394
H -0.697 -2.033 3.790 -0.021 -0.003 -0.014 0.261
H 2.214 -3.902 3.293 -0.063 -0.012 -0.013 0.597
H 2.951 -2.311 3.008 -0.003 -0.001 -0.020 0.396
H 3.201 -3.620 1.838 -0.021 0.020 -0.047 0.270
C -0.429 3.238 3.925 -0.027 -0.120 -0.140 -1.890
C -0.690 1.829 3.383 0.010 0.014 0.273 2.167
C -1.747 1.128 4.237 0.133 0.017 -0.103 -1.715
C 0.608 1.017 3.416 -0.165 0.058 -0.171 -1.023
O -1.216 1.926 2.071 -0.134 0.067 0.140 0.441
Si -0.400 2.014 0.624 0.025 -0.546 -0.111 -4.801
O 0.149 0.594 0.204 -0.002 0.212 -0.022 7.134
O 0.779 3.146 0.851 0.150 0.168 0.015 -0.109
C 1.223 4.202 0.009 0.040 0.242 -0.126 1.903
C 2.541 4.696 0.597 -0.095 -0.020 -0.045 -1.637
C 1.432 3.707 -1.424 -0.147 -0.124 0.200 -1.010
C 0.208 5.352 0.018 0.041 -0.186 0.100 -1.694
O -1.446 2.765 -0.414 -0.176 -0.143 -0.026 -0.683
C -2.769 2.455 -0.833 -0.222 0.224 -0.075 1.832
C -3.757 2.903 0.250 0.206 -0.001 -0.026 -1.413
C -3.016 3.252 -2.112 0.102 -0.003 0.035 -2.145
C -2.933 0.968 -1.093 0.187 0.136 0.101 -0.982
H -0.007 3.192 4.931 -0.008 0.016 0.009 0.417
H -1.362 3.805 3.955 0.005 0.012 -0.006 0.402
H 0.271 3.743 3.260 0.014 0.052 0.034 0.083
H -1.406 1.057 5.272 -0.045 -0.017 0.024 0.441
H -1.924 0.122 3.850 -0.001 0.024 0.057 0.005
H -2.687 1.682 4.211 -0.003 0.006 -0.018 0.398
H 0.930 0.848 4.446 0.024 0.038 0.002 0.650
H 1.386 1.551 2.869 0.096 -0.059 -0.002 0.010
H 0.441 0.057 2.925 0.052 -0.011 -0.005 -0.386
H 3.274 3.894 0.591 0.112 -0.110 0.024 0.159
H 2.390 5.028 1.626 0.003 -0.010 -0.011 0.351
H 2.925 5.534 0.010 0.030 -0.003 0.014 0.392
H 2.191 2.927 -1.442 0.091 -0.060 -0.008 -0.027
H 1.739 4.527 -2.074 0.025 0.001 -0.018 0.582
H 0.497 3.282 -1.795 0.057 0.074 -0.093 0.014
H 0.076 5.722 1.038 -0.020 -0.002 -0.003 0.290
H -0.748 4.991 -0.354 -0.051 0.066 -0.015 0.010
H 0.561 6.171 -0.611 0.001 0.010 0.005 0.523
H -3.680 3.982 0.400 -0.032 0.000 0.002 0.407
H -3.501 2.412 1.189 -0.052 -0.006 0.037 -0.060
H -4.781 2.648 -0.029 -0.001 0.003 -0.009 0.416
H -2.816 4.310 -1.935 -0.002 -0.002 0.002 0.420
H -4.052 3.141 -2.437 0.004 -0.018 -0.026 0.425
H -2.355 2.905 -2.909 -0.005 -0.010 0.002 0.401
H -2.933 0.448 -0.135 0.039 -0.089 -0.081 -0.309
H -2.100 0.594 -1.688 0.025 -0.031 -0.045 -0.107
H -3.867 0.755 -1.616 -0.070 0.009 0.088 0.647
```
Forces are in eV/Å.

---

[3]
This record from the Open Molecules 2025 dataset describes a molecular structure, C32H60N2OOsP3 at a distorted geometry. The level of theory is ωB97M-V with the def2-TZVPD basis set.

The HOMO energy (spin up / spin down) comes out at -15.79 / -18.02 eV. The multiplicity is 5. As for the charge: +3. As for the total energy: -69490.8110 eV.

Structure (XYZ):
```
99
Properties=species:S:1:pos:R:3:forces:R:3:mulliken_charge:R:1
C 2.271 -1.442 -0.872 -0.245 0.098 0.690 0.403
C 1.729 0.747 -1.578 0.088 -0.681 -0.463 0.861
C 3.179 -1.581 -1.919 0.031 -0.275 -0.091 -0.642
C 2.502 0.541 -2.748 -0.406 0.654 0.337 -0.975
C 3.257 -0.600 -2.902 0.338 -0.613 0.189 -1.097
H 3.775 -2.494 -1.923 -0.093 0.287 -0.344 0.653
H 2.511 1.350 -3.471 0.171 -0.163 -0.068 0.626
H 3.917 -0.747 -3.753 -0.167 0.145 0.090 0.505
N 1.576 -0.304 -0.689 0.673 0.573 0.303 0.857
P 0.342 -2.523 0.878 0.610 -2.895 -1.026 -0.504
P 0.453 2.641 0.122 0.095 3.339 -1.125 0.799
C 2.036 -2.577 0.118 0.348 0.316 -0.378 -2.367
H 2.207 -3.529 -0.402 -0.191 0.165 0.148 0.929
H 2.780 -2.564 0.935 -0.198 0.198 -0.294 0.913
C -1.481 -0.442 1.713 -5.769 -1.491 3.640 0.713
O -2.518 -0.701 2.222 4.232 1.225 -2.258 -0.558
C 1.118 2.009 -1.377 -0.125 -1.147 -0.589 -1.882
H 1.104 2.658 -2.261 -0.003 -0.015 0.457 0.837
C -1.363 3.426 -0.102 -1.501 0.085 0.490 2.049
C 1.686 4.213 0.242 0.322 -0.190 0.673 1.250
C -0.693 -3.598 -0.349 -0.668 0.150 -0.302 2.703
C 0.571 -3.646 2.416 -0.246 0.426 0.505 1.767
C -2.375 2.432 0.475 0.096 -0.332 0.110 -1.462
H -2.197 2.257 1.546 -0.078 0.089 -0.233 0.280
H -3.390 2.851 0.385 0.357 -0.184 -0.085 0.659
H -2.348 1.470 -0.055 -0.150 0.106 0.047 -0.093
C -1.549 4.746 0.666 0.653 0.061 0.143 -1.695
H -1.321 4.631 1.734 -0.129 0.117 -0.276 0.359
H -0.963 5.575 0.255 -0.212 -0.278 0.118 0.292
H -2.611 5.035 0.591 0.297 -0.286 -0.072 0.535
C -1.616 3.639 -1.595 0.633 -0.250 -0.535 -1.795
H -2.597 4.130 -1.708 0.237 -0.120 0.237 0.581
H -0.868 4.285 -2.072 -0.312 -0.123 0.104 0.259
H -1.657 2.698 -2.151 0.004 0.098 0.154 0.181
C 1.382 5.138 1.443 -0.195 0.175 0.207 -1.515
H 0.829 4.665 2.256 0.151 0.180 -0.135 0.180
H 2.326 5.509 1.867 -0.238 -0.134 -0.180 0.451
H 0.802 6.014 1.129 0.239 -0.270 0.112 0.440
C 3.099 3.606 0.360 0.247 -0.147 -0.214 -1.556
H 3.158 2.738 1.031 0.047 0.227 -0.040 0.344
H 3.463 3.276 -0.621 -0.043 0.033 0.218 0.362
H 3.803 4.368 0.736 -0.287 -0.261 -0.167 0.464
C 1.621 5.060 -1.040 -0.245 -0.131 -0.424 -1.675
H 2.097 4.563 -1.890 -0.077 0.062 0.091 0.359
H 0.602 5.345 -1.330 0.332 0.069 0.199 0.319
H 2.182 5.991 -0.861 -0.141 -0.330 0.083 0.486
C -0.825 -3.932 3.002 -0.020 -0.113 0.164 -2.101
H -0.700 -4.345 4.014 -0.024 0.131 -0.258 0.486
H -1.433 -3.016 3.085 0.124 -0.364 0.031 0.352
H -1.374 -4.682 2.420 0.189 0.277 0.224 0.424
C 1.402 -2.911 3.466 0.054 0.433 0.230 -1.313
H 2.432 -2.729 3.136 -0.151 -0.105 0.079 0.247
H 0.950 -1.957 3.756 0.126 -0.288 -0.042 0.097
H 1.446 -3.534 4.372 0.036 0.215 -0.297 0.714
C 1.340 -4.955 2.134 -0.054 -0.170 -0.251 -1.578
H 2.218 -4.797 1.494 -0.179 -0.165 0.223 0.275
H 1.701 -5.337 3.101 -0.079 0.206 -0.258 0.505
H 0.715 -5.743 1.706 0.311 0.306 0.133 0.415
C -0.503 -3.013 -1.753 0.120 0.254 -0.050 -2.047
H 0.512 -3.185 -2.133 -0.158 0.030 -0.014 0.171
H -1.203 -3.508 -2.444 0.218 0.120 0.282 0.745
H -0.723 -1.937 -1.774 0.057 -0.149 -0.052 0.136
C -2.179 -3.510 0.028 -0.274 0.260 0.130 -1.468
H -2.580 -2.502 -0.123 0.065 -0.274 0.083 0.057
H -2.739 -4.195 -0.631 0.186 0.255 0.203 0.537
H -2.376 -3.813 1.062 -0.022 0.057 -0.418 0.297
C -0.329 -5.092 -0.412 0.216 -0.081 0.197 -1.705
H 0.742 -5.273 -0.570 -0.225 -0.074 0.093 0.291
H -0.690 -5.647 0.463 0.185 0.222 -0.330 0.365
H -0.858 -5.526 -1.275 0.140 0.307 0.171 0.521
Os 0.167 -0.185 0.926 -0.501 -1.069 -3.607 0.908
N -3.237 -0.630 -1.081 0.830 -0.178 -1.351 -0.635
C -3.033 -0.709 -2.224 -0.786 0.809 0.749 -0.033
C -3.042 -0.524 -3.715 0.191 -0.116 0.306 2.134
C -1.930 0.462 -4.089 0.366 0.190 0.328 -1.246
C -2.768 -1.835 -4.433 0.100 -0.419 0.011 -1.657
C -4.438 0.022 -4.032 -0.464 0.087 0.536 -1.725
H -2.137 1.461 -3.692 -0.069 -0.116 -0.239 0.208
H -0.976 0.127 -3.646 -0.194 0.058 -0.271 0.238
H -1.811 0.514 -5.180 -0.111 0.024 0.333 0.476
H -3.463 -2.620 -4.127 -0.011 0.060 -0.102 0.401
H -2.862 -1.674 -5.511 -0.004 -0.090 0.165 0.482
H -1.748 -2.178 -4.219 -0.167 0.028 -0.160 0.275
H -4.547 0.246 -5.095 0.064 -0.113 0.091 0.435
H -5.199 -0.715 -3.718 0.268 0.360 -0.325 0.415
H -4.619 0.942 -3.450 0.028 -0.303 -0.326 0.338
C 1.185 2.378 3.194 -0.130 -0.015 -0.764 -1.048
P 1.023 0.580 2.816 1.035 1.867 4.029 1.055
C 2.790 0.079 2.892 0.142 -0.397 -0.119 -1.334
C 0.096 0.143 4.355 -0.049 -0.225 -0.111 -1.505
H 1.753 2.860 2.392 -0.082 -0.068 0.422 0.132
H 1.700 2.568 4.145 -0.125 -0.336 -0.161 0.625
H 0.179 2.810 3.238 0.142 0.019 0.049 0.529
H 3.016 -0.424 3.840 -0.010 0.148 -0.213 0.458
H 3.429 0.965 2.777 -0.249 -0.166 0.097 0.507
H 3.017 -0.599 2.058 0.068 0.081 0.329 0.251
H 0.791 -0.127 5.159 -0.207 0.100 -0.081 0.432
H -0.497 1.017 4.661 0.286 -0.176 -0.081 0.461
H -0.619 -0.671 4.185 0.320 0.106 0.149 0.401
```
Forces are in eV/Å.